ORCA calculation (ωB97M-V with the def2-TZVPD basis set) on C52H56AuN5P2Se2 as an isolated structure.

Values from the calculation:
spin multiplicity = 1
HOMO-LUMO gap = 6.267 eV
highest occupied orbital energy = -7.534 eV
energy above the lowest of the compared OMol25 structures with the same formula, charge and spin = 1.520 eV

Each line ends with the Mulliken charge.
Element x y z (Å)
1 H 0.8184 -5.8979 -0.4424  0.42
2 H 0.7528 1.6006 -3.5053  -1.33
3 C 2.5152 -4.1444 -2.7596  -1.05
4 C 1.8901 -1.4027 -4.6247  -1.29
5 C 2.0299 -2.8606 -2.5186  0.18
6 C 0.0066 2.5885 -5.2315  -1.73
7 H -0.1770 3.5924 -5.6164  0.36
8 C -0.0170 1.3633 5.3201  0.40
9 H 1.5866 -0.7920 8.6250  0.41
10 C -0.9413 4.5030 -3.0196  -0.76
11 H -2.0390 -3.1341 -0.7828  0.38
12 Au 0.8295 -0.0529 0.2288  0.27
13 C 1.7288 -3.8215 5.6655  -0.68
14 H -2.1695 2.6813 2.6905  0.47
15 H 1.0039 -0.8049 -4.4050  0.17
16 H -2.6240 4.1426 1.8052  0.41
17 C 2.0759 -5.2390 -2.0407  -1.35
18 C 3.0855 -0.4834 -2.5942  -1.12
19 H 2.0622 -4.7690 6.0693  0.42
20 C -0.7231 1.9220 7.5476  -0.72
21 C -0.3310 -3.7070 0.4351  0.57
22 H -2.1485 6.1218 -2.3021  0.36
23 C -0.3773 -1.0577 -2.2355  0.26
24 C 2.6728 1.6416 6.5294  0.47
25 C 1.1517 -5.0513 -1.0297  -0.93
26 C 4.9998 6.1886 4.6753  -0.58
27 H 2.9414 -0.4837 6.5938  0.50
28 P 0.2826 0.1846 3.9721  0.43
29 C 2.6072 -3.0290 4.9440  -0.77
30 C -3.5549 1.8763 0.4401  -1.62
31 H 3.6226 -0.7270 -1.6767  0.36
32 C 2.1896 -1.8039 4.4411  -0.15
33 C 1.1939 1.3079 8.8674  -0.50
34 H 3.2691 -4.2754 -3.5268  0.43
35 H 0.9961 3.4432 8.8565  0.53
36 C -0.0283 2.7173 4.9867  0.12
37 H -0.3796 4.7152 5.6643  0.47
38 C 3.2821 4.5119 4.6409  0.09
39 H -1.0094 4.0074 7.9555  0.43
40 H -1.0472 -1.8918 5.4448  0.46
41 H -2.3337 -3.1122 0.9624  0.48
42 C 2.7717 1.5997 3.5400  1.26
43 C 0.8854 -1.3750 4.6612  0.99
44 H -1.5537 0.5708 -3.1600  0.42
45 C 2.4772 0.3703 7.0674  -0.11
46 C 1.4032 2.5769 8.3508  -0.98
47 C 1.8442 3.4040 -3.7009  -1.56
48 H -4.2807 2.6917 0.3927  0.37
49 H 5.3014 7.2216 4.5572  0.38
50 H -3.6708 1.2687 -0.4605  0.35
51 H 3.6118 -2.2000 -3.6945  0.55
52 H -0.9287 2.0286 -5.2977  0.36
53 H -0.6600 -1.7751 -3.0039  0.53
54 C 0.4162 -3.4064 5.8637  -1.05
55 P 3.7409 1.7929 5.0553  0.35
56 H 2.8857 -1.1877 3.8850  0.46
57 C -0.7312 3.2681 7.2155  -0.73
58 H 2.2469 4.2273 4.4852  0.26
59 C 0.6285 -3.7960 -0.7401  0.22
60 H -3.7850 1.2525 1.3056  0.40
61 C -0.3678 0.9678 6.6052  -0.33
62 H 0.7393 2.1080 -5.8827  0.46
63 Se -1.4772 -0.0835 2.8414  -0.03
64 C -0.0114 -2.1947 5.3487  -0.72
65 H 0.2224 3.0209 3.9766  0.68
66 H -0.6572 -4.7328 0.6243  0.65
67 H 2.5800 2.9812 -4.3881  0.42
68 C 5.5596 3.8930 5.1195  -0.92
69 H -1.4113 -1.8154 0.2279  -0.09
70 C 4.2298 3.5390 4.9567  0.56
71 H 3.7469 0.1186 -3.2205  0.51
72 N 3.3892 2.1262 2.4531  -0.80
73 C 2.1364 2.7478 7.1851  0.23
74 H -0.3461 -0.0771 6.8845  0.27
75 H 0.6218 1.1821 9.7780  0.53
76 H 6.9833 5.4956 5.0973  0.40
77 C -0.9399 2.5225 -1.6766  -0.19
78 C 0.4272 -3.2433 1.6847  -0.90
79 H 2.9306 6.5888 4.2579  0.44
80 C -0.4921 3.2027 -2.8247  0.13
81 H 1.6982 4.4537 -3.9613  0.35
82 C -0.9097 0.3058 -2.3179  -1.04
83 H 2.2362 0.1408 -2.3232  -0.18
84 C -2.1703 4.4489 -0.9639  -0.67
85 H 3.6248 -3.3547 4.7713  0.45
86 C 1.0476 -2.7128 -1.5215  0.41
87 N 1.6347 1.0865 1.7530  0.62
88 N 0.4480 -1.4201 -1.3314  0.57
89 C 3.6661 5.8347 4.5073  -0.85
90 H 0.7904 -2.2207 1.5622  -0.16
91 H -1.4626 1.5635 0.6602  -1.03
92 C 1.6578 0.9117 3.0902  -0.75
93 H 1.5741 -2.3065 -5.1482  0.34
94 H -0.2783 -4.0355 6.4054  0.46
95 N -0.5885 1.1722 -1.4513  1.01
96 Se 5.3228 0.4053 5.1264  -0.41
97 H -2.8177 4.9391 -0.2485  0.38
98 C -1.5996 -2.8881 0.1877  -1.27
99 C 2.6775 -1.7482 -3.3536  0.38
100 C 5.9432 5.2207 4.9802  -0.62
101 H 2.5165 -0.8186 -5.3015  0.42
102 C 0.5280 2.6263 -3.7935  2.62
103 H -0.9890 1.6091 8.5492  0.63
104 C -0.3785 3.6662 5.9325  -1.42
105 C -1.7948 5.1155 -2.1183  -1.51
106 C -1.9557 3.2792 1.8029  -1.89
107 C 1.7305 0.2024 8.2222  -1.41
108 H 2.4632 -6.2262 -2.2556  0.39
109 H -0.6094 5.0508 -3.8930  0.36
110 N 2.6968 1.8074 1.3947  -0.70
111 H 2.2985 3.7443 6.8015  0.38
112 H -0.2223 -3.2616 2.5614  0.36
113 C -1.7279 3.1586 -0.7091  0.53
114 H -0.9278 3.6422 1.8720  0.41
115 H 6.2873 3.1229 5.3433  0.36
116 H 1.2874 -3.8895 1.8707  0.46
117 H 2.2512 3.3582 -2.6899  0.37
118 C -2.1290 2.4211 0.5522  2.60